1.
ORCA calculation (wB97M-V/def2-TZVPD) on the molecule C15H28N2O4S.

Output
- E: -38015.3021 eV
- Energy above the lowest of the compared OMol25 structures with the same formula, charge and spin: 5.0 kcal per mole
- SMILES string: CCCCS(=O)(=O)N1CCC[C@H](C(=O)NC[C@@H]2CCCO2)C1
- Frontier orbital gap: 9.808 eV

ORCA input file:
```
! RIJCOSX wB97M-V def2-TZVPD def2/J DEFGRID3
* xyz 0 1
S 1.228 -0.487 -0.201
O 1.449 0.109 -1.484
O -1.016 2.030 -0.867
O 0.995 0.356 0.934
O -3.883 -0.993 1.625
N -0.118 -1.453 -0.351
N -2.560 -0.069 0.045
C 4.053 1.166 0.221
C -0.621 -2.084 0.845
C -0.827 4.306 -0.294
C 3.533 -1.103 1.249
C -2.126 -2.358 0.722
C -2.410 -3.133 -0.574
C -1.759 2.173 0.331
C -2.948 -1.070 0.853
C -1.760 -2.492 -1.799
C 4.614 -0.156 0.728
C -0.272 -2.248 -1.546
C -3.001 1.296 0.210
C 2.614 -1.633 0.162
C -0.080 3.081 -0.860
C -2.015 3.685 0.460
H -1.873 -3.152 -2.661
H -1.142 1.824 1.175
H -2.017 -4.147 -0.456
H -0.103 -3.041 1.028
H 0.181 -1.683 -2.361
H -1.684 -0.155 -0.454
H -3.488 -3.208 -0.720
H 4.016 -1.949 1.747
H -2.247 -1.546 -2.029
H 3.392 1.012 -0.627
H -3.630 1.357 1.101
H 2.918 -0.581 1.984
H -2.059 3.994 1.501
H 2.138 -2.560 0.471
H 0.250 -3.213 -1.441
H -0.182 4.887 0.362
H 5.314 0.043 1.544
H 3.125 -1.777 -0.785
H -1.172 4.953 -1.100
H -3.578 1.608 -0.668
H -2.959 3.941 -0.020
H -2.433 -2.981 1.569
H 0.767 2.810 -0.215
H 0.277 3.212 -1.880
H 3.483 1.658 1.005
H 4.863 1.825 -0.086
H -0.416 -1.406 1.675
H 5.172 -0.650 -0.071
*
```

2.
ORCA calculation (wB97M-V/def2-TZVPD) on a cluster of 4 separate species, C5H12O in total in a non-equilibrium geometry.

Output
- E: -7418.4189 eV
- Energy above the lowest of the compared OMol25 structures with the same formula, charge and spin: 205.1 kcal per mole
- Frontier orbital gap: 8.589 eV

ORCA input file:
```
! RIJCOSX wB97M-V def2-TZVPD def2/J DEFGRID3
* xyz 0 1
O 0.791 -0.311 -0.745
C 2.090 0.081 -0.180
C -1.052 1.330 -0.388
C -0.125 -0.063 1.523
C -1.342 -1.124 -0.380
C -0.369 -0.024 0.033
H 2.980 -1.195 0.738
H 0.145 -1.076 1.916
H -0.524 2.320 -0.200
H 0.683 0.696 1.692
H 1.993 1.520 0.761
H 2.485 0.195 -1.694
H -2.263 -1.181 0.256
H -1.374 1.273 -1.492
H -1.949 1.372 0.251
H -1.145 0.314 1.911
H -0.854 -2.109 -0.370
H -1.723 -0.839 -1.464
*
```

3.
ORCA calculation (wB97M-V/def2-TZVPD) on the molecule C22H35N3O3.

Output
- E: -33995.8171 eV
- Energy above the lowest of the compared OMol25 structures with the same formula, charge and spin: 18.0 kcal per mole
- SMILES string: CC1(C)CC(=O)C(/C=N/CCN2CCN(C(=O)CC3CCCC3)CC2)=C(O)C1
- Frontier orbital gap: 8.879 eV

ORCA input file:
```
! RIJCOSX wB97M-V def2-TZVPD def2/J DEFGRID3
* xyz 0 1
O 1.351 2.181 -2.875
O -1.976 -1.350 2.654
O -3.182 -2.539 -1.733
N -3.122 0.342 1.151
N 0.989 2.526 -0.691
N -1.348 2.825 0.856
C 1.529 1.828 -1.721
C 0.980 2.191 0.713
C -2.039 -4.626 1.000
C -1.363 3.145 -0.559
C 5.612 2.537 -0.815
C 5.384 2.665 -2.320
C 3.891 0.964 -1.345
C -3.130 -0.536 0.226
C -2.644 -2.802 -0.677
C 4.264 2.032 -0.313
C -2.583 -1.854 0.436
C -1.237 -5.919 1.154
C -3.496 -4.885 1.387
C -2.642 2.721 1.483
C -2.029 -2.194 1.645
C 2.394 0.620 -1.410
C -3.622 1.664 0.928
C 4.442 1.505 -2.680
C 0.040 3.584 -0.982
C -1.437 -3.541 1.902
C -1.958 -4.134 -0.448
C -0.426 1.740 1.122
H 6.317 2.628 -2.882
H -1.653 -6.699 0.521
H -1.571 -3.784 2.958
H 5.909 3.478 -0.353
H 4.312 1.636 0.702
H -1.266 -6.264 2.185
H 2.084 0.120 -0.494
H -4.557 1.766 1.490
H 4.900 3.619 -2.535
H -0.447 1.511 2.189
H 3.542 2.849 -0.339
H 0.075 3.784 -2.053
H -3.529 -0.339 -0.773
H -2.408 -0.484 2.340
H -3.126 3.699 1.395
H -3.928 -5.643 0.739
H 1.711 1.421 0.945
H -0.678 0.825 0.560
H 6.386 1.794 -0.611
H -4.091 -3.979 1.293
H 2.249 -0.076 -2.240
H -3.837 1.851 -0.134
H -3.561 -5.235 2.414
H 3.627 1.852 -3.312
H 1.236 3.094 1.278
H -1.659 2.282 -1.179
H 0.328 4.480 -0.425
H 4.422 0.040 -1.088
H -0.358 -3.475 1.721
H -0.909 -4.001 -0.731
H 4.971 0.720 -3.220
H -2.069 3.960 -0.728
H -0.198 -5.769 0.871
H -2.475 2.513 2.544
H -2.391 -4.864 -1.134
*
```

4.
ORCA calculation (wB97M-V/def2-TZVPD) on a structure of composition CH4CoO in a non-equilibrium geometry.

Output
- E: -40768.5744 eV
- <S²>: 3.82
- Frontier orbital gap (alpha / beta): 5.995 / 7.144 eV

ORCA input file:
```
! RIJCOSX wB97M-V def2-TZVPD def2/J DEFGRID3
* xyz 0 4
Co -0.129 -1.104 1.617
O 0.571 0.558 1.111
C -0.397 -0.172 -0.569
H 0.282 -0.849 -1.131
H -0.577 0.176 -1.598
H -1.221 0.551 -0.383
H 1.471 0.840 0.953
*
```

5.
ORCA calculation (wB97M-V/def2-TZVPD) on a structure of composition C26H32KN3O5S2 in a non-equilibrium geometry.

Output
- E: -80190.6120 eV
- Energy above the lowest of the compared OMol25 structures with the same formula, charge and spin: 22.8 kcal per mole
- Frontier orbital gap: 5.609 eV

ORCA input file:
```
! RIJCOSX wB97M-V def2-TZVPD def2/J DEFGRID3
* xyz -2 1
K -0.953 -1.092 -1.239
S 5.359 -3.087 -3.856
S 2.814 -1.519 -3.718
O -4.830 -1.628 -3.164
O -6.048 0.107 -4.289
O -2.859 -1.987 -2.208
O 2.909 -4.063 -3.559
O -5.671 2.243 -4.910
N -0.067 -0.068 0.935
N -2.043 0.656 -2.730
N -3.176 2.204 -3.789
C -2.379 -0.180 1.368
C -4.856 -0.379 1.565
C 3.600 0.160 0.059
C 3.492 -5.353 -3.584
C -3.380 0.334 3.490
C -5.366 1.175 -4.367
C 3.859 1.610 0.473
C 1.927 -0.746 2.279
C 4.152 -0.771 1.141
C 1.327 0.196 1.211
C -3.647 -1.242 -2.779
C -0.987 0.510 3.194
C 3.686 -2.947 -3.754
C -3.273 0.153 -3.086
C -0.883 2.844 -2.973
C 3.652 0.961 2.878
C -1.952 1.054 5.431
C 3.426 -0.496 2.460
C -2.114 0.620 3.992
C -3.991 1.111 -3.756
C -1.048 0.097 1.824
C 1.623 1.666 1.592
C 3.125 1.896 1.785
C -3.501 -0.071 2.155
C 2.096 -0.068 -0.100
C -2.009 1.889 -3.164
H -1.307 0.361 5.977
H -5.379 -0.841 -3.635
H 1.084 1.945 2.498
H -1.492 2.044 5.490
H 4.094 -0.049 -0.893
H -5.101 0.325 0.766
H -5.638 -0.320 2.323
H -1.196 3.681 -2.345
H -2.917 1.095 5.939
H -2.497 -0.493 0.335
H 1.752 -1.777 1.954
H 1.918 -1.099 -0.424
H -4.259 0.424 4.121
H 4.721 1.142 3.044
H 3.819 -1.161 3.240
H 4.004 -1.813 0.843
H 1.410 -0.617 3.231
H -0.038 0.742 3.660
H 3.504 2.291 -0.307
H 3.133 1.161 3.823
H 3.300 2.938 2.085
H 2.661 -6.060 -3.587
H 1.243 2.304 0.785
H -3.459 3.057 -4.243
H -4.873 -1.379 1.127
H -0.532 3.238 -3.929
H 4.121 -5.520 -2.706
H 1.702 0.593 -0.881
H 5.230 -0.608 1.259
H 4.108 -5.491 -4.473
H -0.064 2.326 -2.481
H 4.936 1.777 0.597
*
```

6.
ORCA calculation (wB97M-V/def2-TZVPD) on a structure of composition C22H41BrNOP3Sn in a non-equilibrium geometry.

Output
- E: -130711.4079 eV
- Energy above the lowest of the compared OMol25 structures with the same formula, charge and spin: 21.2 kcal per mole
- Frontier orbital gap: 2.741 eV

ORCA input file:
```
! RIJCOSX wB97M-V def2-TZVPD def2/J DEFGRID3
* xyz 4 1
Sn -0.484 0.828 -0.641
Br -3.247 2.268 4.808
P 1.193 -1.404 -1.800
P 1.304 -0.650 1.710
P -2.032 -1.309 -0.193
O -1.485 2.075 -2.182
N -1.598 2.231 0.986
C 0.508 2.778 -3.321
C -0.349 1.292 -5.554
C -2.581 2.828 3.099
C 2.909 0.243 1.783
C 0.676 -0.212 3.383
C -0.726 2.082 -3.302
C 0.810 -1.450 -3.594
C 1.386 -3.228 -1.573
C 2.915 -0.777 -1.921
C -1.149 1.294 -4.408
C 1.355 2.595 -4.411
C -2.046 1.871 2.220
C -2.320 3.846 -5.003
C -1.951 4.535 1.564
C -1.574 -2.693 0.923
C -3.599 -0.695 0.465
C 0.923 1.879 -5.528
C -2.454 -2.089 -1.800
C -2.538 4.173 2.769
C -1.252 4.648 -5.064
C 1.886 -2.356 2.104
C -1.438 3.546 0.725
H 1.027 -0.488 -4.084
H 3.534 -1.148 -1.095
H 3.349 -1.097 -2.877
H -0.844 3.800 -0.146
H 1.433 -2.243 -4.046
H -0.656 -3.197 0.599
H -0.254 -1.689 -3.744
H 0.737 3.494 -2.520
H -1.850 5.559 1.249
H -3.480 -2.466 -1.695
H 2.115 -3.467 -0.791
H -0.005 -1.005 3.724
H 0.418 -3.675 -1.313
H 2.042 -2.933 1.183
H -0.586 4.550 -5.926
H -2.895 4.910 3.478
H -1.769 -2.917 -2.041
H 0.789 2.066 -1.035
H 1.135 -2.858 2.732
H 2.325 3.118 -4.435
H -1.030 5.468 -4.374
H -0.738 0.863 -6.470
H -3.067 3.864 -4.208
H -2.118 0.810 -4.312
H -4.390 -1.398 0.171
H 3.555 -0.063 0.953
H -1.946 0.823 2.523
H 2.888 0.320 -1.890
H 3.374 -0.013 2.741
H 2.833 -2.283 2.656
H 2.725 1.322 1.731
H -3.556 -0.622 1.560
H 1.535 -0.150 4.068
H 0.139 0.746 3.370
H 1.577 1.799 -6.410
H -3.818 0.294 0.045
H 1.724 -3.668 -2.522
H -2.523 3.180 -5.851
H -1.438 -2.318 1.945
H -2.418 -1.324 -2.591
H -2.398 -3.418 0.922
*
```

- Which value of E does entry 6 give?
  -130711.4079 eV

- What is the formula in the first record?
  C15H28N2O4S